(1)
Below is 2 unconnected molecules or ions with the total composition C4H6F3N3 at a distorted geometry, with properties calculated with the ωB97M-V functional and the def2-TZVPD basis.

```
16
Properties=species:S:1:pos:R:3:lowdin_charge:R:1
H -2.59 0.06 -0.40 0.2464
N -1.70 0.24 0.23 0.0253
C -0.95 -0.84 0.20 -0.0525
H -2.07 2.25 0.38 0.1382
C -1.52 1.44 0.80 -0.0209
F 2.71 -2.16 -2.97 0.3878
H -0.13 2.36 2.22 0.2106
F 2.55 0.05 -3.43 0.3768
H -1.28 -1.80 -0.04 0.1174
N 0.19 -0.70 1.16 0.1251
H 1.02 0.44 2.71 0.1734
C 2.05 -1.08 -3.13 -0.2360
C 0.32 0.48 1.89 -0.0512
N -0.39 1.50 1.71 0.1406
F 0.85 -0.93 -2.66 0.3124
H 0.94 -1.28 1.34 0.1064
```

Summary:
* energy above the lowest of the compared OMol25 structures with the same formula, charge and spin: 99.58 kcal/mol
* charge: +2
* multiplicity: 1
* gap between HOMO and LUMO (alpha / beta): 3.2 / 4.9 eV
* HOMO level (alpha / beta): -14.30 / -14.95 eV

---

(2)
Below is a single C4H6F3NO2 molecule at a distorted geometry, with properties calculated with the ωB97M-V functional and the def2-TZVPD basis.

```
16
Properties=species:S:1:pos:R:3:lowdin_charge:R:1
H -1.41 1.57 0.07 0.0657
C -1.24 -0.78 0.12 -0.0574
H 1.79 1.36 -0.93 0.1523
C 1.18 -0.51 -0.34 -0.2874
F 1.52 -1.58 0.49 0.0330
C -2.46 0.09 0.17 -0.4951
O -3.57 -0.32 0.36 0.1229
F 3.41 0.15 -0.65 0.0768
H -1.13 -1.49 0.85 0.0988
H 0.90 -0.66 -1.43 0.1880
C 2.22 0.64 -0.26 -0.3072
H -1.40 -1.36 -0.74 0.1295
O -2.30 1.39 -0.19 0.1103
N 0.00 0.09 0.22 -0.0137
H 0.04 0.44 1.17 0.1346
F 2.45 0.97 1.08 0.0488
```

Summary:
* energy above the lowest of the compared OMol25 structures with the same formula, charge and spin: 14.71 kcal/mol
* SMILES string: O=C(O)CN[C@H](F)C(F)F
* multiplicity: 1
* gap between HOMO and LUMO: 11.1 eV
* HOMO level: -10.61 eV

---

(3)
Below is 2 unconnected molecules or ions with the total composition C4H6F3NO2 at a distorted geometry, with properties calculated with the ωB97M-V functional and the def2-TZVPD basis.

```
16
Properties=species:S:1:pos:R:3:lowdin_charge:R:1
C -0.26 -1.44 -0.53 -0.4546
C -0.59 1.50 0.21 -0.3753
O -0.97 -1.08 -1.39 0.1487
F -0.78 -1.23 0.81 -0.0177
O -1.50 1.76 -0.76 0.0680
H 1.29 -2.17 -1.62 0.1075
H 1.86 -1.41 0.02 0.1225
F 1.45 1.28 -1.15 0.0936
H -0.43 1.54 2.21 0.0967
H 1.10 -2.90 0.19 0.0971
F 1.58 0.84 1.02 0.0494
N -1.12 1.61 1.48 0.1528
C 1.08 -2.08 -0.54 0.0197
H -1.49 1.31 -1.63 0.1225
C 0.76 1.23 0.00 -0.3072
H -1.99 1.24 1.68 0.0764
```

Summary:
* energy above the lowest of the compared OMol25 structures with the same formula, charge and spin: 28.81 kcal/mol
* SMILES string: NC(O)=C(F)F.CC(=O)F
* multiplicity: 1
* gap between HOMO and LUMO: 8.7 eV
* HOMO level: -8.00 eV

---

(4)
Below is a single C4H6F4N2 molecule at a distorted geometry, with properties calculated with the ωB97M-V functional and the def2-TZVPD basis.

```
16
Properties=species:S:1:pos:R:3:lowdin_charge:R:1
F -2.56 -0.80 0.53 0.0225
C -0.45 -0.08 0.15 -0.4328
H 0.75 0.12 1.94 0.0984
H 0.91 -1.41 1.26 0.1085
H 2.34 0.46 -2.16 0.0669
H 2.24 1.34 -0.57 0.0849
C 0.64 -0.12 -1.06 -0.0795
F -0.05 2.18 0.67 0.0351
F -1.23 -2.08 -0.60 0.0002
H -0.55 -0.95 2.12 0.0723
H 0.28 -0.78 -1.87 0.1096
N -1.61 -0.73 -0.46 -0.0277
N -1.01 1.27 0.48 -0.0481
F -1.64 1.74 -0.67 0.0064
C 0.14 -0.62 1.40 -0.0212
C 1.81 0.49 -1.18 0.0044
```

Summary:
* energy above the lowest of the compared OMol25 structures with the same formula, charge and spin: 150.35 kcal/mol
* SMILES string: C=CC(C)(N(F)F)N(F)F
* multiplicity: 1
* gap between HOMO and LUMO: 11.6 eV
* HOMO level: -10.68 eV

---

(5)
Below is a molecular structure, C4H6F8KN4O19S8 at a distorted geometry, with properties calculated with the ωB97M-V functional and the def2-TZVPD basis.

```
50
Properties=species:S:1:pos:R:3:lowdin_charge:R:1
O 3.03 -0.19 -0.75 -0.2605
S -1.27 3.61 -2.77 0.4929
F -7.11 -2.76 -0.74 -0.2281
S 2.07 -1.49 -3.31 0.4464
O 0.88 0.63 -1.60 -0.3050
H 4.00 -2.68 1.59 0.1347
F -3.91 -2.26 2.82 -0.1975
H 2.23 -0.08 4.23 0.0822
O 0.36 3.89 0.26 -0.2746
C 3.02 -2.53 2.03 -0.0875
C 1.08 -1.63 1.23 -0.5475
S -4.07 -2.89 1.36 0.4360
F 2.51 2.95 3.96 -0.2150
O -5.43 -4.40 -0.72 -0.2925
O 1.55 -0.73 2.10 0.0660
N -5.52 -2.44 1.00 -0.2798
H 3.41 -0.35 2.01 0.1321
O 2.77 -2.48 -2.53 -0.3066
S -5.52 -2.98 -0.55 0.4996
O 2.81 4.24 2.05 -0.2861
O -3.02 -2.23 0.64 -0.3444
C 2.86 -1.12 2.55 -0.3267
F -1.52 3.65 1.60 -0.2408
H 3.89 -0.50 4.43 0.0774
O 0.65 -1.60 -3.33 -0.2839
S 2.27 0.39 -1.81 0.4897
F -1.78 4.43 -1.49 -0.2050
H 2.70 -3.26 2.78 0.1258
C 2.95 -0.89 4.06 -0.0122
O -0.01 -1.64 0.77 0.1168
S -0.07 2.96 1.25 0.4650
O -0.85 1.52 -4.53 -0.2730
S -2.10 1.72 -3.85 0.4185
F -2.30 0.14 -3.49 -0.2785
F 2.46 -1.88 -4.83 -0.2346
K -1.77 -0.22 -0.89 0.8381
O -3.87 -4.28 1.65 -0.2930
N 0.51 3.21 2.67 -0.2891
N -2.18 2.25 -2.37 -0.2792
F 2.82 1.87 -2.01 -0.1775
O -0.47 1.65 0.81 -0.3181
O 2.51 1.84 1.78 -0.2580
H 2.47 -1.76 4.52 0.0773
S 2.13 3.04 2.42 0.5034
O -1.85 4.41 -3.80 -0.2999
O 0.13 3.62 -2.65 -0.2390
N 2.66 -0.03 -3.35 -0.2654
O 2.00 -2.62 1.03 0.0565
O -4.93 -2.19 -1.57 -0.2653
O -3.21 2.09 -4.66 -0.2944
```

Summary:
* energy above the lowest of the compared OMol25 structures with the same formula, charge and spin: 0.00 kcal/mol
* charge: -3
* multiplicity: 1
* gap between HOMO and LUMO: 8.2 eV
* HOMO level: -2.53 eV

---

(6)
Below is a single C4H6FN molecule at a distorted geometry, with properties calculated with the ωB97M-V functional and the def2-TZVPD basis.

```
12
Properties=species:S:1:pos:R:3:lowdin_charge:R:1
H 1.18 -1.79 -0.37 0.1017
C -0.95 0.77 0.59 -0.0383
N 1.62 1.45 -1.69 0.1791
C 0.32 0.16 0.19 -0.5667
C 0.14 -1.36 -0.29 -0.0042
H -0.55 -1.92 0.29 0.0644
F 1.19 0.21 1.32 -0.0161
H -1.00 0.82 1.77 0.1414
H -0.23 -1.37 -1.35 0.1012
H -1.81 0.30 0.09 0.0937
H -0.92 1.87 0.36 0.0994
C 1.00 0.85 -0.89 -0.1556
```

Summary:
* energy above the lowest of the compared OMol25 structures with the same formula, charge and spin: 10.28 kcal/mol
* SMILES string: CC(C)(F)C#N
* multiplicity: 1
* gap between HOMO and LUMO: 12.6 eV
* HOMO level: -11.80 eV

---

(7)
Below is a single C4H6FN molecule at a distorted geometry, with properties calculated with the ωB97M-V functional and the def2-TZVPD basis.

```
12
Properties=species:S:1:pos:R:3:lowdin_charge:R:1
C -0.42 0.64 -0.21 -0.2618
H 0.02 -1.15 -1.32 0.1128
H -1.60 1.73 -1.26 0.0711
F 2.08 -0.33 1.15 -0.0445
H -2.27 1.13 0.97 0.0873
H 1.69 -2.11 0.20 0.1271
N -1.64 0.75 -1.12 0.0105
H 0.12 1.56 0.18 0.1559
C 1.38 -1.03 0.16 -0.1196
H -2.21 -0.55 0.39 0.0857
C -1.87 0.44 0.29 -0.1280
C 0.40 -0.53 -0.53 -0.0965
```

Summary:
* energy above the lowest of the compared OMol25 structures with the same formula, charge and spin: 46.76 kcal/mol
* SMILES string: F/C=C\[C@@H]1CN1
* multiplicity: 1
* gap between HOMO and LUMO: 10.3 eV
* HOMO level: -9.24 eV

---

(8)
Below is a single C4H6FN3 molecule at a distorted geometry, with properties calculated with the ωB97M-V functional and the def2-TZVPD basis.

```
14
Properties=species:S:1:pos:R:3:lowdin_charge:R:1
H 1.43 0.84 -0.20 0.1049
C 1.43 0.52 0.88 0.0076
N 0.29 -1.20 2.11 0.0134
H 1.15 1.33 1.47 0.0621
H -0.40 -0.21 -2.09 0.1298
N 0.33 -0.43 1.00 -0.1837
C -1.61 -1.47 0.99 -0.1255
F -0.79 1.68 -1.11 -0.0434
N -0.86 -1.82 2.10 -0.0352
H -2.51 -2.11 0.74 0.1126
C -0.79 -0.59 0.27 -0.1355
H -2.19 0.23 -1.35 0.1261
C -1.02 0.37 -1.29 -0.1133
H 2.27 0.13 1.41 0.0802
```

Summary:
* energy above the lowest of the compared OMol25 structures with the same formula, charge and spin: 61.99 kcal/mol
* SMILES string: Cn1nncc1CF
* multiplicity: 1
* gap between HOMO and LUMO: 10.4 eV
* HOMO level: -9.63 eV

---

(9)
Below is 2 unconnected molecules or ions with the total composition C4H6FNO at a distorted geometry, with properties calculated with the ωB97M-V functional and the def2-TZVPD basis.

```
13
Properties=species:S:1:pos:R:3:lowdin_charge:R:1
H -0.22 -0.88 -1.88 0.0956
H -1.51 -1.67 0.12 0.1434
C 2.39 0.65 0.24 0.0200
H 1.92 1.49 -0.04 0.0072
C 1.76 -0.40 0.73 -0.3056
C -1.39 -0.56 -0.10 -0.1866
H -2.00 1.27 0.56 0.0632
C -0.54 -0.25 -1.10 -0.2121
N -2.10 0.32 0.72 0.0887
F -0.30 1.02 -1.46 -0.0104
H -2.83 -0.15 1.11 0.0517
O 1.45 -1.38 1.19 0.1907
H 3.39 0.55 -0.09 0.0542
```

Summary:
* energy above the lowest of the compared OMol25 structures with the same formula, charge and spin: 54.60 kcal/mol
* SMILES string: N/C=C\F.C=C=O
* multiplicity: 1
* gap between HOMO and LUMO: 9.1 eV
* HOMO level: -8.26 eV

---

(10)
Below is a single C4H6FNO molecule at a distorted geometry, with properties calculated with the ωB97M-V functional and the def2-TZVPD basis.

```
13
Properties=species:S:1:pos:R:3:lowdin_charge:R:1
O 1.50 0.23 -0.59 -0.0905
C 0.21 0.68 -0.29 -0.4273
H -1.64 -0.39 0.16 0.1562
F -1.25 -0.10 -1.89 0.0364
H 0.73 1.80 1.53 0.0831
C 0.07 0.99 1.17 -0.0575
H 0.01 1.59 -0.95 0.1742
N 1.40 -1.19 -0.85 0.1061
C 0.19 -1.56 -0.62 -0.0582
C -0.85 -0.35 -0.63 -0.2808
H 0.50 -0.05 1.58 0.1279
H 0.08 -2.63 -0.38 0.1216
H -0.93 0.98 1.76 0.1088
```

Summary:
* energy above the lowest of the compared OMol25 structures with the same formula, charge and spin: 68.61 kcal/mol
* SMILES string: C[C@H]1ON=C[C@@H]1F
* multiplicity: 1
* gap between HOMO and LUMO: 10.7 eV
* HOMO level: -10.03 eV

---

(11)
Below is a molecular structure, C4H6FO4Ru at a distorted geometry, with properties calculated with the ωB97M-V functional and the def2-TZVPD basis.

```
16
Properties=species:S:1:pos:R:3:lowdin_charge:R:1
Ru -2.16 -0.78 3.85 1.0575
H 1.45 -1.26 -3.43 0.1030
H 0.37 -1.83 -2.11 0.1143
C 0.74 0.43 0.26 -0.0809
F 1.21 -0.82 0.60 0.1039
H -0.13 -0.47 -3.14 0.1250
H -1.09 1.41 -0.35 0.1610
O 0.66 1.14 1.89 0.1240
C -0.77 0.45 0.08 -0.0407
H -1.14 -0.40 -0.49 0.1488
O 1.38 -0.04 -1.76 -0.0169
C -0.52 0.89 2.33 -0.6061
C 0.75 -0.92 -2.63 -0.1304
H 1.36 1.29 -0.01 0.1690
O -1.32 0.35 1.40 -0.0345
O -0.79 0.57 3.50 -0.1971
```

Summary:
* energy above the lowest of the compared OMol25 structures with the same formula, charge and spin: 0.00 kcal/mol
* charge: +1
* multiplicity: 7
* gap between HOMO and LUMO (alpha / beta): 7.4 / 8.2 eV
* HOMO level (alpha / beta): -11.24 / -14.37 eV

---

(12)
Below is 2 unconnected molecules or ions with the total composition C4H6FO4S at a distorted geometry, with properties calculated with the ωB97M-V functional and the def2-TZVPD basis.

```
16
Properties=species:S:1:pos:R:3:lowdin_charge:R:1
H 0.48 2.19 -1.68 0.0413
H -1.22 -1.96 1.67 0.0795
C 0.55 1.16 -1.41 -0.1311
C -4.25 -0.11 0.52 -0.5560
C -0.87 -0.92 1.29 -0.1559
O -2.81 -0.87 -0.51 -0.3540
H 0.81 0.35 -2.06 0.0466
H 1.06 1.19 -0.39 0.0692
S -1.34 -0.67 -0.53 0.6428
H -1.42 -0.10 1.73 0.0140
C -0.96 0.86 -1.21 -0.4775
H 0.31 -0.90 1.29 0.0757
O -0.69 -1.62 -1.46 -0.3967
O -5.08 0.23 -0.23 0.1453
F -1.61 1.79 -0.37 -0.1492
O -3.84 -0.39 1.58 0.1059
```

Summary:
* energy above the lowest of the compared OMol25 structures with the same formula, charge and spin: 56.41 kcal/mol
* charge: -1
* multiplicity: 1
* gap between HOMO and LUMO: 6.8 eV
* HOMO level: -3.19 eV